[1]
Computed, not measured: a cluster of 10 separate species, C26H75N3O17 in total at a distorted geometry, with wB97M-V/def2-TZVPD.

Each line ends with the Mulliken charge.
Cartesian coordinates (Å):
C: -19.1060 -3.4517 -3.5492  -0.343
O: -19.2703 -2.3892 -2.6717  -0.502
C: -20.2863 -2.4761 -1.7159  1.928
C: -20.4626 -1.1473 -0.8804  0.287
C: -19.1859 -0.5887 -0.1976  -1.451
N: -21.5245 -1.3163 0.1115  -0.619
H: -19.9966 -3.6717 -4.1433  0.233
H: -18.8263 -4.3882 -3.0285  -0.083
H: -18.3287 -3.2017 -4.2591  0.366
H: -21.1853 -2.6981 -2.2756  -0.886
H: -20.1219 -3.3203 -1.0289  -0.536
H: -20.8428 -0.3532 -1.5106  0.358
H: -18.3485 -0.4039 -0.8687  0.322
H: -18.7968 -1.2646 0.6313  0.153
H: -19.5194 0.3119 0.3119  0.403
H: -22.3112 -1.7574 -0.3309  0.347
H: -21.1497 -2.0217 0.7340  0.180
C: -18.9733 -7.6364 -4.5971  -0.779
O: -18.9667 -7.9606 -3.2094  -0.021
C: -18.8642 -9.3995 -3.0690  -1.309
C: -18.5597 -9.7657 -1.6927  2.866
C: -17.2134 -9.2935 -1.2250  -1.298
N: -18.8037 -11.2154 -1.4460  -0.782
H: -19.4578 -6.6205 -4.6431  0.090
H: -19.5596 -8.3743 -5.1918  0.366
H: -17.9481 -7.6071 -5.0222  0.246
H: -19.8612 -9.7487 -3.4362  0.299
H: -18.1360 -9.7939 -3.7599  0.448
H: -19.3016 -9.3246 -1.0047  -1.128
H: -17.0654 -8.2352 -1.4742  0.125
H: -16.3742 -9.9424 -1.5946  0.307
H: -17.1890 -9.3766 -0.1680  0.359
H: -19.7985 -11.3596 -1.4951  0.228
H: -18.2697 -11.7986 -2.0035  0.213
C: -13.3509 -4.0678 1.6215  -0.642
O: -14.6470 -4.5232 1.9340  -0.401
C: -15.6794 -4.2602 0.9781  -0.165
C: -15.6408 -5.2322 -0.2095  0.147
C: -16.9179 -5.1237 -1.0262  -1.054
N: -15.5334 -6.6537 0.2542  -0.526
H: -12.6756 -4.4556 2.3541  0.268
H: -13.2757 -3.0089 1.6963  0.301
H: -13.0846 -4.3093 0.5257  0.236
H: -16.5891 -4.3210 1.5101  -0.068
H: -15.6309 -3.2237 0.6004  0.374
H: -14.7770 -5.0890 -0.8702  0.333
H: -17.7868 -5.3451 -0.3975  -0.375
H: -16.8469 -5.7622 -1.8600  0.546
H: -16.9595 -4.1698 -1.5469  0.665
H: -14.9415 -6.7361 1.1018  0.352
H: -16.4258 -6.8545 0.6686  -0.009
O: -21.3713 -9.6503 0.0996  -0.418
C: -21.1769 -9.6357 1.5245  -0.581
C: -19.7561 -9.7088 2.0305  0.125
O: -19.0491 -10.8214 1.5435  -0.678
H: -21.5312 -8.7376 -0.2411  -0.134
H: -21.7258 -8.8778 2.0648  0.419
H: -21.5365 -10.6379 1.8020  0.440
H: -19.7921 -9.7075 3.1245  0.381
H: -19.1233 -8.8357 1.7278  -0.223
H: -19.0172 -10.9054 0.5238  0.326
O: -18.7330 -4.5389 2.4471  -0.538
C: -18.7279 -5.6754 3.2958  0.053
C: -19.5584 -5.4235 4.6093  -0.597
O: -20.8900 -5.3275 4.2022  -0.410
H: -19.5180 -4.5221 1.8717  0.144
H: -19.1582 -6.5405 2.7755  -0.092
H: -17.6825 -5.9142 3.5264  0.460
H: -19.3115 -4.3988 5.0138  0.312
H: -19.3462 -6.2563 5.2910  0.355
H: -21.4296 -5.2432 4.9929  0.239
O: -26.9135 -6.8401 2.8043  -0.564
C: -26.4436 -5.9019 1.8331  -0.232
C: -26.3601 -6.5696 0.4158  -0.326
O: -25.3076 -7.5274 0.4202  -0.415
H: -26.5112 -7.6939 2.6142  0.329
H: -27.1527 -5.0588 1.8100  0.344
H: -25.4026 -5.5556 2.0802  0.079
H: -26.1871 -5.8161 -0.3840  0.156
H: -27.2920 -7.0954 0.2110  0.384
H: -25.2451 -8.0258 -0.3746  0.311
O: -25.3327 -0.1410 -2.0822  -0.564
C: -24.1156 -0.5249 -2.7639  -0.474
C: -23.9824 -2.0456 -2.5626  0.203
O: -24.1060 -2.3536 -1.2117  -0.574
H: -26.0164 -0.2592 -2.7162  0.325
H: -24.1306 -0.1806 -3.8013  0.394
H: -23.2854 0.0051 -2.2798  0.154
H: -23.0324 -2.4072 -2.8995  -0.225
H: -24.7522 -2.5722 -3.1585  0.166
H: -24.8181 -1.7765 -0.9452  0.395
O: -24.1203 -6.7621 -5.0495  -0.565
C: -24.6203 -5.7525 -4.0902  -1.047
C: -23.6655 -5.7348 -2.9322  1.052
O: -22.4359 -5.1193 -3.3628  -0.476
H: -23.3562 -6.3502 -5.4814  0.288
H: -24.7115 -4.7894 -4.5067  0.436
H: -25.6082 -6.0935 -3.8218  0.368
H: -23.5797 -6.7413 -2.6100  -0.186
H: -24.0470 -5.1344 -2.0994  -0.073
H: -21.7464 -5.5519 -2.8914  0.064
O: -24.9912 -8.5601 -2.1856  -0.718
C: -24.2252 -9.7941 -2.2479  -0.508
C: -23.0740 -9.6579 -3.2167  0.409
O: -23.5965 -9.4766 -4.5432  -0.639
H: -25.4096 -8.3797 -3.0236  0.308
H: -23.9687 -10.1039 -1.2077  0.221
H: -24.8473 -10.5657 -2.7261  0.344
H: -22.4834 -10.5664 -3.2618  0.494
H: -22.4680 -8.7920 -2.8972  -0.383
H: -23.9886 -8.5834 -4.5736  0.417
O: -21.1997 -6.7615 -1.2356  1.107
C: -20.7442 -6.2624 0.0790  2.858
C: -21.8905 -5.3849 0.5781  -0.460
O: -21.3147 -4.3958 1.3910  -0.317
H: -20.4423 -6.8075 -1.8418  -0.421
H: -20.5171 -7.0809 0.7937  -0.927
H: -19.9138 -5.6313 -0.1476  -1.724
H: -22.6454 -5.9797 1.0683  0.438
H: -22.3316 -4.8795 -0.2888  -0.423
H: -21.4520 -4.6104 2.3487  0.244

Output
energy above the lowest of the compared OMol25 structures with the same formula, charge and spin = 0.232 eV
structure (SMILES) = COC[C@H](C)N.COC[C@H](C)N.COC[C@H](C)N.OCCO.OCCO.OCCO.OCCO.OCCO.OCCO.OCCO
E_LUMO = 0.01374 Eh
HOMO-LUMO gap = 9.46 eV
molar mass = 701.89 u


[2]
Computed, not measured: the ion C4H4IO2 with charge -1 at a distorted geometry, with wB97M-V/def2-TZVPD.

Each line ends with the natural charge from an NBO analysis.
Cartesian coordinates (Å):
C: 0.9923 -1.6590 0.7441  -0.089
C: 1.0693 0.1023 0.7048  -0.178
C: 1.8608 -2.5535 0.0888  0.725
C: 0.0757 0.5327 -0.3865  -0.750
O: 2.9027 -3.1348 -0.0494  -0.582
O: 0.8506 -2.3280 -0.7031  -0.505
I: 3.1404 0.6758 0.0305  -0.424
H: 0.1211 -1.9476 1.3273  0.193
H: 0.0848 0.0045 -1.3596  0.223
H: 0.3211 1.5162 -0.5300  0.210
H: -0.9639 0.5448 0.0240  0.176

Output
expectation value of S² = 2.011
net charge = -1
energy above the lowest of the compared OMol25 structures with the same formula, charge and spin = 1.716 eV
E_LUMO (alpha / beta) = 0.13752 / 0.11488 Eh
multiplicity = 3
HOMO-LUMO gap (alpha / beta) = 4.16 / 7.56 eV
molar mass = 210.98 u


[3]
Computed, not measured: the ion C3H10NS with charge +1, with wB97M-V/def2-TZVPD.

Each line ends with the natural charge from an NBO analysis.
Cartesian coordinates (Å):
C: 1.1388 -0.6995 -0.7549  -0.634
C: 0.3328 0.0217 0.3211  -0.051
N: -0.2848 -1.0374 1.2086  -0.669
C: -0.7751 0.9177 -0.1891  -0.559
S: -0.0093 2.2373 -1.1753  0.011
H: 1.7487 -0.0260 -1.3419  0.273
H: 0.4412 -1.2614 -1.3866  0.224
H: 1.8008 -1.4351 -0.2767  0.224
H: 0.9695 0.6005 0.9836  0.232
H: -0.9100 -0.6079 1.8990  0.445
H: -0.8369 -1.7188 0.6761  0.442
H: 0.4257 -1.5550 1.7298  0.447
H: -1.5327 0.3822 -0.7871  0.230
H: -1.3540 1.3556 0.6302  0.227
H: -1.1546 2.8261 -1.5368  0.158

Output
net charge = +1
energy above the lowest of the compared OMol25 structures with the same formula, charge and spin = 0.248 eV
structure (SMILES) = C[C@H]([NH3+])CS
E_LUMO = -0.14102 Eh
HOMO-LUMO gap = 9.17 eV
molar mass = 92.19 u


[4]
Computed, not measured: an isolated molecule of C9H10N3O2PS, with wB97M-V/def2-TZVPD.

Each line ends with the natural charge from an NBO analysis.
Cartesian coordinates (Å):
C: -0.2536 -4.4018 -0.1006  -0.651
C: -0.6323 -2.9754 0.1648  0.204
C: -1.8514 -2.6787 0.8556  0.029
N: -2.2336 -1.4742 1.1310  -0.352
C: -1.4041 -0.4689 0.7271  0.084
C: -1.7567 0.8616 1.0098  -0.168
C: -0.9553 1.8717 0.6095  -0.196
C: 0.2517 1.6310 -0.1079  -0.418
P: 1.1412 3.1648 -0.5299  2.214
N: 0.1947 4.3135 -0.9363  -1.307
O: 2.3310 2.8832 -1.5656  -0.992
O: 2.0850 3.4560 0.7271  -0.985
C: 0.6301 0.3325 -0.3729  -0.150
S: 2.0952 -0.0911 -1.2954  0.015
C: -0.2025 -0.7437 0.0396  0.161
N: 0.1610 -2.0266 -0.2339  -0.393
H: 0.0253 -4.8936 0.8313  0.230
H: -1.0661 -4.9481 -0.5762  0.225
H: 0.6106 -4.4162 -0.7612  0.241
H: -2.4932 -3.4979 1.1656  0.195
H: -2.6731 1.0501 1.5528  0.233
H: -1.2233 2.8903 0.8479  0.235
H: -0.7832 4.0696 -0.9728  0.381
H: 2.0068 2.3714 -2.3189  0.516
H: 3.0149 3.4431 0.4736  0.514
H: 2.9807 0.2776 -0.3640  0.136

Output
structure (SMILES) = Cc1cnc2ccc(P(=N)(O)O)c(S)c2n1
E_LUMO = -0.02119 Eh
HOMO-LUMO gap = 8.64 eV
molar mass = 255.24 u


[5]
Computed, not measured: a structure of composition C18H44BBrCl2FKN3O9S at a distorted geometry, with wB97M-V/def2-TZVPD.

Each line ends with the Mulliken charge.
Cartesian coordinates (Å):
C: 4.1532 -0.4128 5.0160  -1.039
C: 3.6938 0.9619 4.4445  0.264
B: 4.8192 1.4642 3.4734  -0.101
O: 5.9065 2.1801 3.8862  -0.795
N: 4.7551 1.0590 2.0453  1.552
C: 5.9698 1.1520 1.2093  -1.228
C: 6.7194 -0.1724 0.9197  0.162
C: 8.1331 -0.2215 1.5332  -1.182
Br: 5.6974 -1.7356 1.4725  -0.189
C: 3.6000 1.3896 1.4017  -0.210
O: 2.7555 2.1692 1.7988  -0.733
O: 3.3809 0.7278 0.2145  -0.253
S: 2.2455 -0.4245 0.2172  1.022
C: 1.7564 -0.7798 1.8859  -0.661
O: 1.0816 0.1663 -0.3484  -0.389
O: 2.7767 -1.6345 -0.3138  -0.590
H: 3.3129 -1.1091 5.0945  0.306
H: 4.9043 -0.9045 4.3875  0.185
H: 4.5698 -0.2993 6.0189  0.329
H: 3.5996 1.6758 5.2698  0.358
H: 2.7164 0.8522 3.9647  -0.201
H: 6.6316 1.7327 4.3489  0.071
H: 5.7111 1.6174 0.2558  0.251
H: 6.6573 1.8201 1.7283  0.640
H: 6.7839 -0.2798 -0.1620  0.645
H: 8.8866 -0.2703 0.7454  0.228
H: 8.2524 -1.1058 2.1619  0.327
H: 8.3439 0.6587 2.1473  0.337
H: 1.0570 -1.6108 1.7617  0.464
H: 1.1865 0.0144 2.3597  0.166
H: 2.5896 -1.1296 2.5022  0.083
K: 0.9241 2.1721 2.4694  1.034
C: -0.9251 0.7538 -2.5835  -0.691
N: -2.1682 1.1112 -3.3116  0.897
O: -2.3074 2.2399 -3.7221  -0.514
O: -3.0127 0.2340 -3.4735  -0.557
H: -0.2879 1.6343 -2.4897  0.302
H: -1.2023 0.4122 -1.5928  0.265
H: -0.4599 -0.0501 -3.1487  0.263
O: 10.8439 1.4493 0.8219  -0.602
H: 11.3588 0.6882 0.5353  0.316
H: 11.3231 2.2074 0.4721  0.290
F: 0.4234 2.6534 -0.7755  -0.883
C: -9.9959 0.8493 -3.5739  -1.334
C: -9.1244 -0.0019 -2.6752  -0.358
N: -8.7776 -1.3754 -3.2199  0.069
C: -10.0544 -2.1235 -3.4534  -1.072
C: -8.0365 -2.1634 -2.1538  -0.334
C: -6.6731 -1.6608 -1.7092  -1.247
C: -8.0544 -1.3593 -4.5531  -0.846
C: -6.7964 -0.5268 -4.6936  -0.229
O: -7.0876 0.8330 -4.5055  -0.290
C: -5.9314 1.5789 -4.1070  -0.752
H: -11.0013 0.4465 -3.6888  0.369
H: -10.0922 1.8267 -3.1023  0.415
H: -9.5478 1.0033 -4.5522  0.307
H: -9.6308 -0.2000 -1.7289  0.545
H: -8.1905 0.5041 -2.4616  0.261
H: -10.6408 -2.1140 -2.5376  0.392
H: -9.8143 -3.1470 -3.7305  0.426
H: -10.6096 -1.6524 -4.2575  0.455
H: -7.9574 -3.1796 -2.5397  0.367
H: -8.7208 -2.1793 -1.3060  0.471
H: -5.8720 -1.9883 -2.3656  0.385
H: -6.4744 -2.0960 -0.7301  0.432
H: -6.6188 -0.5793 -1.6030  0.251
H: -8.7862 -1.0198 -5.2844  0.430
H: -7.8197 -2.4033 -4.7667  0.380
H: -6.4478 -0.7057 -5.7198  0.391
H: -5.9975 -0.8580 -4.0306  0.221
H: -5.0200 1.1198 -4.4848  0.351
H: -5.8685 1.6253 -3.0155  0.248
H: -6.0208 2.5878 -4.5008  0.303
Cl: 8.0549 -1.9412 4.9046  -0.151
C: 9.5399 -1.0306 5.2829  -0.443
C: 9.3312 -0.0432 6.4007  -0.406
Cl: 8.2442 1.2954 5.9189  -0.188
H: 9.8612 -0.5308 4.3716  0.221
H: 10.2985 -1.7521 5.5808  0.381
H: 10.2815 0.4132 6.6694  0.315
H: 8.8944 -0.5083 7.2797  0.330

Output
net charge = +1
E_LUMO = -0.07081 Eh
HOMO-LUMO gap = 6.60 eV
molar mass = 698.35 u


[6]
Computed, not measured: a structure of composition C25H19N5O2Pd at a distorted geometry, with wB97M-V/def2-TZVPD.

Each line ends with the natural charge from an NBO analysis.
Cartesian coordinates (Å):
Pd: -0.1126 -0.5388 -0.1144  1.049
O: -0.1819 4.1924 -0.1746  -0.664
C: -0.3743 4.3119 1.1456  0.367
C: -0.3612 5.5923 1.7038  -0.284
C: -0.5591 5.7712 3.0549  -0.156
C: -0.7643 4.6774 3.8891  -0.272
C: -0.7724 3.4089 3.3576  -0.141
C: -0.5769 3.2010 1.9885  -0.194
C: -0.6000 1.8422 1.4501  0.611
O: -0.5301 1.6455 0.1803  -0.734
N: -0.7470 0.8500 2.3248  -0.429
N: -0.6107 -0.3534 1.8049  -0.216
C: -0.8911 -1.4551 2.4613  -0.015
C: -0.6928 -2.6886 1.7811  0.154
C: -0.7847 -3.9497 2.3987  -0.225
C: -0.5891 -5.0887 1.6546  -0.141
C: -0.2268 -4.9728 0.3073  -0.257
C: -0.1393 -3.7124 -0.2414  0.084
N: -0.4183 -2.6064 0.4437  -0.469
H: -0.2361 3.2365 -0.4075  0.519
H: -0.1977 6.4294 1.0429  0.226
H: -0.5536 6.7682 3.4686  0.213
H: -0.9171 4.8248 4.9474  0.213
H: -0.9299 2.5431 3.9802  0.233
H: -1.2459 -1.4144 3.4844  0.213
H: -1.0138 -3.9979 3.4511  0.228
H: -0.7092 -6.0634 2.1009  0.227
H: -0.0306 -5.8420 -0.3007  0.234
H: 0.1451 -3.5623 -1.2768  0.225
C: -3.0355 -0.9044 -4.5545  -0.254
C: -3.1770 -0.8673 -3.1721  -0.184
C: -2.0656 -0.8272 -2.3586  -0.279
C: -0.7712 -0.8206 -2.9231  0.214
C: -0.6407 -0.8837 -4.3223  -0.276
C: -1.7654 -0.9187 -5.1160  -0.186
N: 0.2869 -0.7442 -2.0749  -0.360
N: 1.5231 -0.7085 -2.5035  -0.282
C: 2.4028 -0.4889 -1.5103  0.126
C: 3.7946 -0.4258 -1.7138  -0.228
C: 4.6427 -0.1843 -0.6549  -0.215
C: 4.1564 0.0057 0.6318  -0.235
C: 2.7821 -0.0721 0.8710  -0.269
C: 1.9371 -0.3071 -0.1777  -0.100
H: -3.9114 -0.9216 -5.1864  0.211
H: -4.1640 -0.8749 -2.7342  0.211
H: -2.1879 -0.7869 -1.2604  0.184
H: 0.3508 -0.8944 -4.7465  0.236
H: -1.6581 -0.9566 -6.1913  0.212
H: 4.1705 -0.5772 -2.7140  0.221
H: 5.7097 -0.1518 -0.8252  0.213
H: 4.8316 0.2096 1.4485  0.214
H: 2.4096 0.0529 1.8832  0.224

Output
expectation value of S² = 2.047
E_LUMO (alpha / beta) = -0.04514 / -0.06137 Eh
multiplicity = 3
HOMO-LUMO gap (alpha / beta) = 4.95 / 6.10 eV
molar mass = 527.88 u